The following is a quantum chemistry calculation of 10 unconnected molecules or ions with the total composition H20O10, from OMol25.

Structure (XYZ):
```
30
Properties=species:S:1:pos:R:3
H -0.202 -4.376 0.368
H 3.655 2.719 1.084
O 3.629 1.783 1.082
H -3.415 2.576 -0.613
H 1.698 -1.882 -0.966
H -3.222 -3.694 1.026
O 5.754 -0.081 0.125
O -2.268 -3.352 1.076
H -3.779 -1.722 0.822
H 1.378 0.255 -0.977
O -0.613 4.987 -0.725
H -0.264 4.813 -1.671
H 4.899 0.434 0.259
O 1.217 -2.260 -1.706
H 0.483 -3.931 -0.827
H -2.286 -3.124 0.153
O -1.381 2.090 1.695
O -3.127 -1.371 0.114
O -4.123 1.860 -0.571
H -2.344 2.221 2.006
H -0.758 2.007 2.441
H -1.447 5.423 -0.968
H 0.298 -2.352 -1.234
O 0.453 0.150 -1.168
H -4.919 2.095 -1.045
O 0.677 -4.266 0.068
H 0.376 0.830 -1.897
H 4.219 1.580 1.856
H 6.421 0.531 -0.175
H -2.537 -0.717 0.447
```

Properties
Relative energy (zero: lowest compared OMol25 entry of this formula, charge and spin) in kJ/mol: 512.20
HOMO energy in eV: -10.199
E_LUMO in eV: 0.1
Orbital gap in eV: 10.33
Charge: 0
Structure (SMILES): O.O.O.O.O.O.O.O.O.O

Results of the Mulliken charge analysis, in e, for atoms 1 through 8: 0.301, 0.314, -0.682, 0.323, 0.313, 0.311, -0.653, -0.624

***

The following is a quantum chemistry calculation of 5 unconnected molecules or ions with the total composition C26H36Cl2O17P2, from OMol25.

Structure (XYZ):
```
83
Properties=species:S:1:pos:R:3
C -4.386 -6.554 2.294
C -8.634 0.181 -0.178
H 4.042 1.963 -0.204
C -6.455 -0.010 1.501
C -3.537 -8.066 0.862
H -4.890 -2.015 0.396
H -2.412 -3.762 0.936
O -2.489 2.915 0.665
H -5.642 -8.634 0.994
C -3.338 -3.269 1.242
C -3.845 -2.264 0.207
H 4.877 6.124 -0.880
O -4.521 -5.541 2.899
H -3.028 2.614 -0.080
H -2.762 -7.715 -1.111
C 6.838 8.688 1.019
P -2.735 -0.015 1.590
C -4.722 -8.657 1.584
H -7.171 0.551 -1.754
O -0.730 2.257 2.360
C 5.503 5.619 -0.140
O 6.672 3.712 -3.739
C -2.932 -1.026 0.021
C 4.977 7.515 1.467
Cl -3.840 -3.143 -1.398
H 6.562 6.059 1.673
H -3.225 -9.399 -0.800
H -9.489 0.231 -0.847
H 4.468 7.091 2.331
H 5.040 0.516 -5.905
H 0.176 1.903 2.396
H -4.096 -4.047 1.425
O -3.727 -6.665 1.111
H 6.327 5.161 -0.684
H 3.611 0.630 -1.255
H -2.595 -8.363 1.331
H 4.396 -1.923 0.814
H 4.914 4.832 0.332
C 3.490 -1.354 0.616
O -4.192 0.734 2.051
C 1.723 -0.563 1.744
O 6.930 7.540 0.298
P -1.461 1.711 1.066
H 4.293 0.327 1.711
H 4.232 7.838 0.736
H -5.277 0.406 -0.234
C -5.208 -0.143 2.352
O 5.900 1.789 -2.899
O 2.466 -1.682 1.564
C -7.717 -0.161 2.036
C 6.464 2.990 -2.611
H 6.510 0.111 -5.002
H -4.458 -8.158 -1.087
H 6.048 3.381 -5.700
O 2.319 0.514 1.176
O -4.873 -7.760 2.690
C 5.488 0.484 -4.912
H 7.399 2.379 -5.128
C -7.363 0.363 -0.700
O 5.759 8.653 1.847
C -8.789 -0.063 1.168
O 6.739 3.360 -1.514
H -3.144 -2.791 2.212
C 6.021 6.595 0.887
C 5.463 1.849 -4.268
C 3.662 0.126 0.841
H 5.225 0.686 -0.530
H 4.444 2.247 -4.275
C -3.492 -8.358 -0.618
Cl -1.271 -1.617 -0.365
O -5.164 -0.960 3.224
C -6.284 0.269 0.152
H -7.859 -0.361 3.094
H 4.940 -0.235 -4.302
C 4.170 0.891 -0.355
H -4.546 -9.673 1.931
H -9.803 -0.179 1.545
C 6.446 2.833 -4.848
H 3.125 -1.600 -0.384
O 0.683 -0.527 2.323
H -3.234 -0.431 -0.849
O -0.597 1.451 -0.094
O 7.595 9.600 0.939
```

Properties
HOMO energy in eV: -8.569
E_LUMO in eV: 0.3
Orbital gap in eV: 8.87
Charge: 0
Structure (SMILES): C[C@H](Cl)[C@H](Cl)P(OC(=O)c1ccccc1)P(=O)(O)O.C[C@@H]1COC(=O)O1.C[C@@H]1COC(=O)O1.C[C@@H]1COC(=O)O1.C[C@@H]1COC(=O)O1

Results of the Mulliken charge analysis, in e, for atoms 1 through 8: 0.676, -0.493, 0.235, 0.860, 0.452, 0.176, 0.456, -0.535

***

The following is a quantum chemistry calculation of a molecular structure, C24H38B2F4FeGeN6O5S, from OMol25.

Structure (XYZ):
```
82
Properties=species:S:1:pos:R:3
H -3.555 6.099 -1.993
C -1.866 -3.584 5.086
H -1.860 -2.643 5.637
N -1.878 -1.218 1.395
C 2.870 -1.165 1.514
Ge -2.456 -3.318 3.244
H -1.393 2.377 3.615
C 0.122 2.200 -1.704
H 1.817 -4.339 0.495
H 3.668 -1.527 3.452
C -2.134 0.028 1.190
H -4.400 -1.734 3.709
H 2.916 -0.570 -5.599
H 4.659 -0.496 2.427
H -0.767 3.750 0.269
F -0.871 -0.871 -1.043
O 0.122 -2.793 -0.075
N 2.033 0.663 -4.203
Fe 0.825 0.060 0.106
N -0.127 0.910 1.805
N 0.980 -1.870 0.436
H -2.837 1.532 -0.133
H 1.939 1.170 -6.197
H -2.527 -4.770 1.162
H -2.530 -4.278 5.602
H 2.007 3.448 -4.155
C -2.437 4.634 -3.092
C 3.036 -0.342 -4.539
H 3.511 -3.830 0.651
O 2.900 1.058 1.893
O 0.399 1.862 -0.523
H -2.996 1.678 3.243
H -1.288 -1.034 3.381
O 0.594 1.871 2.402
H 4.742 0.961 -4.872
C 1.656 1.622 -5.246
H 0.573 1.730 -5.236
H -2.484 5.548 0.167
H 4.571 0.385 -3.206
H -0.858 -4.000 5.107
C -2.063 2.052 2.822
H -2.723 -5.758 2.626
F 2.434 2.516 3.630
C 1.501 0.762 -2.971
C -1.388 1.004 2.007
H -4.086 0.462 0.537
N 0.573 1.727 -2.851
H -1.174 3.097 -3.919
C 4.024 -1.378 2.430
C 2.083 -2.279 0.949
S 2.061 -0.328 -1.763
C -2.808 5.317 -1.942
H -3.031 -0.124 -0.751
H 4.598 -2.254 2.132
H -0.307 -2.137 2.427
C -2.211 5.003 -0.728
H -4.605 -2.516 2.129
C 2.317 2.984 -5.090
N 2.386 -0.010 1.231
C 2.503 -3.704 1.048
C -1.476 3.636 -3.031
C 4.463 0.107 -4.254
B -1.125 -2.209 -0.619
C -0.887 3.307 -1.815
C -2.182 -4.922 2.183
H 5.159 -0.706 -4.466
C -1.324 -1.804 2.613
H 2.808 -1.250 -3.983
C -1.257 3.999 -0.664
H -2.897 4.881 -4.040
C -4.297 -2.674 3.164
C -3.069 0.502 0.133
H -1.122 -5.174 2.151
H 2.021 3.637 -5.913
B 1.930 1.439 2.963
H 2.522 -4.022 2.094
H -4.977 -3.400 3.611
H 3.404 2.901 -5.096
H -2.291 2.923 2.202
F 1.693 0.319 3.783
O -2.224 -2.124 0.448
F -1.634 -3.006 -1.588
```

Properties
HOMO energy (alpha / beta) in eV: -8.143 / -8.143
E_LUMO (alpha / beta) in eV: -0.4 / -0.4
Orbital gap (alpha / beta) in eV: 7.71 / 7.71
Charge: 0

Results of the Mulliken charge analysis, in e, for atoms 1 through 8: 0.392, -1.322, 0.408, 1.146, 0.472, 0.738, 0.417, -0.517

***

The following is a quantum chemistry calculation of C5H8O2 in the gas phase, from OMol25.

Structure (XYZ):
```
15
Properties=species:S:1:pos:R:3
O 2.180 -0.185 -0.510
H -1.287 -1.865 -0.859
H 1.549 0.667 1.273
C -0.031 1.226 -0.064
H -2.879 0.372 0.129
C 0.113 -0.867 0.534
C -0.586 -1.039 -0.801
C 1.143 0.233 0.358
C -0.987 0.060 0.124
H 3.033 0.120 -0.179
H -0.200 1.991 0.704
H 0.084 -1.661 1.276
H -0.037 -0.813 -1.715
O -2.206 0.118 0.770
H -0.023 1.708 -1.046
```

Properties
Relative energy (zero: lowest compared OMol25 entry of this formula, charge and spin) in kJ/mol: 219.19
HOMO energy in eV: -9.607
E_LUMO in eV: 0.8
Orbital gap in eV: 10.44
Charge: 0
Structure (SMILES): O[C@H]1C[C@@]2(O)C[C@@H]12

Results of the Mulliken charge analysis, in e, for atoms 1 through 8: -0.533, 0.290, 0.390, -0.922, 0.359, -0.479, -0.763, 0.048

***

Number 1: calculated total energy -764.286833 Eh. Number 2: calculated total energy -3894.676963 Eh. Number 3: calculated total energy -5830.318745 Eh. Number 4: calculated total energy -345.721471 Eh.